{"formula": "C31H49BrIrN2OP2", "method": "ωB97M-V/def2-TZVPD", "charge": 4, "lumo_energy_ev": [-11.8427, -14.1225], "total_energy_ev": -129382.130, "s_squared": 8.80, "e_above_lowest_kj_mol": 0.00, "multiplicity": 6, "species": ["C", "C", "C", "C", "N", "C", "C", "C", "C", "C", "C", "C", "C", "C", "Ir", "P", "H", "H", "H", "H", "H", "H", "H", "H", "C", "C", "H", "H", "H", "H", "H", "C", "C", "H", "H", "H", "H", "H", "C", "C", "H", "H", "H", "H", "H", "Br", "P", "C", "C", "H", "H", "H", "H", "H", "C", "C", "H", "H", "H", "H", "H", "C", "C", "H", "H", "H", "H", "H", "O", "C", "C", "C", "C", "C", "C", "N", "H", "H", "H", "H", "H", "H", "H", "H", "H", "H", "H"], "positions_angstrom": [[-0.224, 6.545, -4.186], [-0.334, 5.179, -4.550], [-0.718, 4.933, -5.886], [-0.905, 5.997, -6.774], [-0.759, 7.264, -6.401], [-0.430, 7.548, -5.142], [-0.085, 4.105, -3.598], [0.058, 3.349, -2.657], [-0.211, 2.512, -1.585], [0.608, 2.498, -0.461], [0.323, 1.587, 0.527], [-0.696, 0.669, 0.242], [-1.702, 0.852, -0.686], [-1.397, 1.755, -1.707], [0.014, -1.042, 0.869], [2.052, -1.518, 0.426], [-0.862, 3.910, -6.234], [0.031, 6.820, -3.160], [-1.179, 5.810, -7.818], [-0.321, 8.602, -4.874], [-2.021, 1.914, -2.592], [1.441, 3.207, -0.391], [-2.620, 0.277, -0.637], [0.888, 1.553, 1.460], [2.583, -3.027, 1.355], [3.562, -3.978, 0.693], [1.670, -3.603, 1.609], [2.974, -2.668, 2.324], [3.755, -4.792, 1.407], [3.136, -4.419, -0.219], [4.517, -3.488, 0.466], [2.300, -1.577, -1.375], [3.269, -0.599, -2.016], [1.304, -1.327, -1.790], [2.550, -2.618, -1.632], [3.182, -0.705, -3.108], [3.025, 0.441, -1.770], [4.308, -0.810, -1.743], [3.247, -0.288, 1.106], [4.710, -0.739, 1.272], [2.835, 0.006, 2.088], [3.191, 0.600, 0.456], [5.290, 0.145, 1.577], [4.821, -1.499, 2.058], [5.155, -1.129, 0.342], [-0.431, -3.038, 2.386], [-1.806, -2.882, -1.375], [-0.121, -3.543, -1.299], [0.037, -4.907, -2.012], [0.208, -3.562, -0.235], [0.488, -2.822, -1.864], [1.065, -5.042, -2.393], [-0.178, -5.740, -1.332], [-0.647, -4.976, -2.878], [-2.830, -2.783, 0.121], [-4.105, -3.663, 0.088], [-3.061, -1.716, 0.307], [-2.168, -3.124, 0.953], [-4.399, -3.889, 1.120], [-4.955, -3.162, -0.391], [-3.937, -4.618, -0.434], [-1.996, -1.457, -2.470], [-2.432, -1.907, -3.879], [-1.065, -0.867, -2.502], [-2.789, -0.830, -2.038], [-2.897, -1.077, -4.425], [-1.580, -2.262, -4.468], [-3.162, -2.725, -3.815], [-1.345, -0.206, 2.293], [-1.199, 0.222, 3.487], [0.111, 0.373, 4.202], [0.382, 1.761, 4.809], [-0.315, 2.004, 6.153], [-1.832, 2.091, 6.058], [-2.495, 0.812, 5.566], [-2.332, 0.584, 4.121], [0.153, -0.409, 4.976], [0.894, 0.132, 3.469], [1.468, 1.884, 4.946], [0.088, 2.543, 4.094], [-0.027, 1.198, 6.844], [0.072, 2.947, 6.561], [-2.231, 2.303, 7.058], [-2.115, 2.929, 5.411], [-2.099, -0.047, 6.134], [-3.571, 0.866, 5.757], [-3.183, 0.355, 3.611]]}